This record from OMol25 describes a structure of composition C36H34BrF15GeIrN7O3S in a non-equilibrium geometry. The level of theory is the ωB97M-V functional and the def2-TZVPD basis.

```
99
Properties=species:S:1:pos:R:3:forces:R:3:mulliken_charge:R:1
C 0.01216 -0.54963 4.18613 0.0 0.0 0.0 -0.441
C 1.70584 -5.32259 -0.04687 0.1 0.0 0.0 -1.087
H 2.78790 -5.44350 -0.05828 0.0 0.0 0.0 0.285
F 6.68109 -1.68500 -1.55983 0.1 0.0 0.0 -0.305
C 5.72813 -4.35064 0.66221 0.0 0.0 0.0 0.676
H -2.14929 3.99430 1.94930 0.0 0.0 0.0 0.439
H -3.73431 -1.20045 -0.61583 0.0 0.0 0.0 0.406
C 5.55226 2.72016 4.10062 0.0 0.0 0.0 0.673
H 0.38162 3.61750 -2.15489 -0.1 0.0 0.0 0.596
H 2.32796 2.11659 -4.36666 0.0 0.0 0.0 0.204
H 1.86826 -3.57692 -1.93611 0.1 0.0 0.0 0.242
H -0.26656 -1.98112 -3.26858 -0.1 0.0 -0.1 0.387
Ge 4.78836 0.24850 0.15805 0.6 -0.1 0.6 0.355
C -0.16466 -1.58715 -4.27247 0.0 0.1 -0.1 -1.077
N -2.37040 1.92193 1.94216 0.3 0.0 -0.1 0.303
H -4.93410 -0.17972 2.46665 0.0 0.0 0.0 0.361
C 4.77351 -3.71464 1.44919 -0.1 0.0 0.0 0.001
Br -1.02203 -1.72573 5.21024 0.0 0.0 0.0 -0.053
F 5.78814 3.45457 5.16425 0.0 0.0 0.0 -0.272
C 6.38347 -3.65682 -0.34638 0.0 0.0 -0.1 0.179
C 6.08125 -2.32056 -0.55800 -0.1 0.1 0.1 0.415
C 5.86419 1.19240 -1.14156 -0.2 -0.1 -0.1 0.297
F 8.54167 2.97406 -3.68603 0.0 0.0 0.0 -0.250
H -0.65724 3.11501 2.29379 0.0 0.0 0.0 0.260
C -1.56511 3.11323 1.68808 0.0 0.0 -0.1 -0.997
C 5.78214 0.65924 2.90084 -0.2 0.0 0.0 -0.213
F 6.25866 -0.58184 2.85018 0.1 0.0 0.0 -0.284
C 4.54391 2.44709 1.96290 0.1 0.0 -0.2 -0.044
F 4.24472 4.44816 3.16504 0.1 -0.1 0.0 -0.317
C 6.33421 2.39068 -3.18414 -0.1 0.0 0.0 -0.200
C 8.14127 1.80205 -1.70091 0.1 0.0 0.0 0.144
H -0.67697 -1.35429 2.31876 0.0 0.0 0.0 0.737
C 1.11094 -2.91890 -0.14962 0.1 -0.1 -0.4 0.063
C 7.22252 1.21147 -0.85710 -0.1 0.0 0.0 0.374
S 2.64791 0.06213 -0.68137 -0.8 0.1 -0.6 -0.570
C 0.84221 0.39411 4.77761 0.0 0.0 0.0 -0.474
C 0.50450 1.90339 -5.50767 0.0 0.0 0.1 -0.738
H -3.90765 2.40462 3.33747 0.0 0.0 0.0 0.336
H -1.12902 -1.66884 -4.77465 0.0 0.0 0.0 0.385
N 0.68565 1.78450 -3.09127 0.1 -0.2 0.2 0.437
F 9.42692 1.79933 -1.41217 0.0 0.0 0.0 -0.251
C 4.51607 -2.38145 1.22898 0.0 0.1 -0.2 0.343
H 0.92871 2.31279 -6.42258 0.0 0.0 0.0 0.371
C 1.56980 1.23973 3.95709 -0.1 0.1 0.0 -1.039
F 3.84958 2.96388 0.91890 -0.1 -0.1 0.2 -0.466
H -2.14450 -1.45547 0.11091 0.0 -0.1 0.0 0.068
F 6.82122 0.95922 4.98555 0.0 0.0 0.0 -0.270
C -3.18856 -1.25475 0.32721 -0.1 0.0 0.0 -0.873
C 5.44590 1.79189 -2.31287 0.0 0.0 0.1 -0.603
F 4.13278 1.80733 -2.61928 0.0 0.0 -0.1 0.281
H -4.86069 1.35899 1.57977 0.0 0.0 0.0 0.396
O 0.55292 -1.93867 0.49826 0.0 0.1 -0.2 -0.418
F 3.58171 -1.75819 1.97851 0.0 -0.1 0.1 -0.343
H 1.59093 0.07459 -5.82373 0.0 -0.1 0.0 0.340
H 1.30890 -5.43002 -1.05489 -0.1 0.0 0.0 0.398
H -3.60508 -2.06889 0.91879 0.0 0.0 0.0 0.416
C 7.68720 2.39965 -2.87252 0.0 0.0 0.0 0.609
F 4.09777 -4.40065 2.36811 0.0 0.0 0.0 -0.364
H 0.91061 0.46720 5.85524 0.0 0.0 0.0 0.565
H -0.10873 -0.02082 -6.27501 0.0 0.0 0.0 0.401
C -2.97060 1.85216 3.27553 -0.1 0.1 0.0 -1.255
N 1.32087 -4.03062 0.52428 -0.1 -0.1 0.2 -0.097
H 1.12534 -3.99472 1.51383 0.0 0.1 0.0 0.291
F 5.89557 2.94979 -4.30257 0.0 0.0 0.0 -0.265
C 0.63852 2.59412 -1.88730 0.2 -0.2 0.1 -0.851
H 0.56281 -2.17052 -4.83779 0.0 0.0 0.0 0.317
C 1.27217 2.38756 -4.29547 0.0 0.0 -0.2 -0.717
C -2.35229 0.89396 1.08376 -0.2 0.0 0.4 0.108
N 0.25834 -0.18972 -4.23361 0.0 -0.1 0.1 0.197
C 5.01265 1.15023 1.85560 -0.2 0.0 -0.1 1.244
F 7.26203 -4.27638 -1.10880 0.0 0.0 0.0 -0.259
H 1.21847 3.46960 -4.19724 -0.1 0.0 0.1 0.561
C 0.58373 0.39413 -5.54365 0.0 0.1 -0.1 -0.682
C 5.16666 -1.65104 0.24420 -0.2 0.0 0.1 -0.192
C 6.07228 1.43514 4.01177 0.0 0.0 0.0 0.213
H 2.21565 1.99627 4.38006 0.0 0.0 0.0 0.607
Ir 0.47735 -0.02353 -0.01796 0.0 0.9 0.9 2.081
C -4.70102 0.28800 1.51057 -0.1 0.0 0.1 -1.161
C 0.30599 0.49545 -3.09053 0.1 0.4 -0.2 0.465
C 1.44897 1.12885 2.58463 0.0 0.1 0.1 -0.748
H -0.53194 2.23826 -5.44055 0.0 0.0 0.0 0.315
O -1.39198 0.79214 0.21470 0.3 -0.3 -0.5 -0.791
H -3.13739 0.81924 3.56912 0.0 0.0 0.0 0.430
H -1.30102 3.17222 0.63716 0.0 0.0 0.0 0.238
O -0.07936 -0.09773 -2.00665 0.2 -0.5 0.1 -0.889
H -0.13299 2.21794 -1.21115 -0.1 0.1 -0.1 -0.169
H 1.18523 -1.98067 -1.93943 0.0 0.0 0.0 -0.248
N 1.43853 -2.81660 -1.43574 -0.1 0.1 0.2 0.195
F 5.98133 -5.62605 0.85387 0.0 0.0 0.0 -0.282
C -0.05531 -0.61993 2.80856 0.0 0.1 0.1 -0.393
C 4.77299 3.23334 3.07048 -0.2 0.2 0.0 0.234
H 1.97209 1.78919 1.91248 0.1 0.0 -0.1 0.946
H -5.38445 -0.11439 0.76472 0.0 0.0 0.0 0.401
N 0.65281 0.21226 2.02673 0.3 -0.5 -0.3 1.278
H 1.60601 2.62101 -1.37408 0.0 0.0 0.0 0.372
H -2.27335 2.30802 3.97895 0.0 0.0 0.0 0.410
H 1.27724 -6.10966 0.56642 0.0 0.0 0.0 0.385
F 7.63993 0.60942 0.26563 0.0 0.0 0.0 -0.352
N -3.33325 -0.00609 1.07327 0.2 -0.1 -0.1 0.269
```
Positions in Å, forces in eV/Å.

Its spin multiplicity is 2. As for the maximum force: 1.287 eV Å⁻¹. Its charge is +3. The LUMO energy (alpha / beta) comes out at -0.372 / -0.405 hartree. The calculation puts the energy relative to the best compared isomer or geometry (same formula, charge and spin) at 19.5 kcal/mol.

---

This record from OMol25 describes a structure of composition C36H34I2N6SeY in a non-equilibrium geometry. The level of theory is the ωB97M-V functional and the def2-TZVPD basis.

```
80
Properties=species:S:1:pos:R:3:forces:R:3:mulliken_charge:R:1
C -0.63495 2.27919 -2.16193 0.0 -0.1 0.2 -0.025
H 3.11475 3.69781 -0.13924 0.0 0.0 0.0 0.614
C 3.24777 -2.30237 -2.42938 0.0 0.0 0.0 0.056
Y -0.32061 0.58428 0.44302 0.9 -1.0 0.4 0.315
H -1.75159 3.11530 4.31954 0.0 0.0 0.0 0.409
H -0.69405 5.51712 -3.12438 0.0 0.0 0.0 0.399
H -4.64523 5.49046 2.25463 0.0 0.0 0.0 0.409
C -1.40205 -1.61994 -2.06298 0.0 0.1 -0.1 0.043
C -3.06503 4.66636 1.07017 0.0 0.0 0.0 -0.945
H 2.29635 2.99463 -2.19987 0.0 0.0 0.0 0.375
C -1.28624 -1.03897 3.29342 0.0 0.1 0.0 -0.068
N 2.02832 0.46604 -0.17331 -0.5 0.0 0.1 -0.015
C -3.74986 4.88388 2.25372 0.0 0.0 0.0 -0.820
H 3.57697 1.89245 -2.67809 0.0 0.0 0.0 0.474
C -1.98051 -2.69820 -2.72123 0.0 0.0 0.0 -1.061
H 3.93369 -1.83487 -4.41466 0.0 0.0 0.0 0.362
C 2.65552 1.97105 -2.10117 0.1 -0.1 0.1 -1.704
C -2.62022 -3.53709 -0.57782 0.1 0.1 0.0 0.472
C 4.36651 1.35131 -0.30014 0.0 0.0 0.0 -1.696
H 0.53657 3.04357 1.91869 0.0 -0.1 0.0 0.133
H -0.06139 2.25394 3.20666 0.1 -0.1 0.0 0.201
C 4.19382 -2.49276 -3.58434 0.0 0.0 0.0 -1.720
C -2.60414 -3.66507 -1.96792 0.0 0.0 0.1 -0.645
C -3.21269 -4.54754 0.28145 -0.1 -0.1 0.1 1.051
N -3.67917 -5.39070 2.39948 0.1 0.3 0.2 -0.851
H 2.67364 -4.36561 -2.31420 0.0 0.0 0.0 0.406
C 2.48834 2.87001 0.19329 0.1 -0.1 0.0 -1.809
H -0.31907 3.24570 -4.05571 0.0 0.0 0.0 0.423
I 2.17563 0.14848 2.22804 0.3 -0.1 0.4 0.381
H -0.80479 -0.14194 3.66305 0.0 0.0 0.0 0.414
H 4.69497 0.37481 -0.65230 0.0 0.1 0.0 0.404
N -1.38712 -1.16689 1.97463 0.0 0.3 -0.2 0.146
C 2.24935 -0.79552 -0.79150 0.1 -0.1 0.0 1.873
H -1.36278 5.77017 -0.77025 0.0 0.0 0.0 0.584
H -3.07315 -4.52981 -2.41831 0.0 0.0 0.0 0.539
H -1.60144 -1.84744 5.25141 0.0 0.0 0.0 0.476
I 1.90640 -0.07261 5.04984 0.0 0.0 -0.2 -0.324
H 4.17590 -3.52018 -3.94313 0.0 0.0 0.0 0.391
N -1.42124 -1.47324 -0.74470 0.0 0.5 0.3 0.107
C 2.88336 1.62047 -0.60230 0.1 0.1 -0.1 1.358
C -0.78619 4.64300 -2.49341 0.0 -0.1 0.0 -0.773
H 4.55251 1.39671 0.77385 0.0 0.0 0.0 0.383
H 0.91677 -1.81027 0.58490 0.1 0.0 0.1 0.534
H 1.56136 -5.22184 -0.15149 0.0 0.0 0.0 0.554
C -1.96904 -2.27349 1.46861 0.0 -0.1 0.2 -0.232
C -3.28751 4.31537 3.42960 0.0 0.0 0.0 -0.654
H -0.89239 -0.84900 -2.62870 0.0 0.0 0.0 0.222
C -1.45533 3.33072 2.21106 0.0 0.0 0.0 0.781
C -2.01601 -2.42014 0.00707 0.0 -0.1 -0.2 -0.383
C 3.09980 -1.03207 -1.87509 -0.1 0.0 -0.1 -0.479
Se -4.35792 -6.53487 1.24377 -0.1 -0.4 0.0 0.317
H 5.21605 -2.25530 -3.28578 0.0 0.0 0.0 0.354
C -2.48324 -3.26668 2.30534 0.1 0.1 0.0 0.473
C -1.15760 4.78171 -1.16400 0.0 0.0 0.1 -0.533
H -2.74027 -3.89837 4.33488 0.0 0.0 0.0 0.559
C 2.54408 -3.37295 -1.89857 0.0 0.0 0.0 -0.790
H 0.56063 -4.10165 0.77521 0.0 0.0 0.0 0.317
H 1.45078 3.15078 -0.00250 0.0 0.0 0.0 0.126
H 3.68125 -0.23777 -2.31071 0.0 0.1 0.0 0.640
C -2.13794 3.54501 3.40094 0.0 -0.1 0.0 -0.699
C -0.56174 3.37740 -3.00860 0.0 0.0 -0.1 -0.924
H 0.07337 -4.60001 -0.85242 0.0 0.0 0.0 0.237
C -1.74232 -1.99653 4.19091 0.0 -0.1 0.0 -1.257
H -3.80847 4.47301 4.36400 0.0 0.0 0.0 0.412
N -3.82305 -5.61768 -0.16488 0.1 0.2 -0.2 -0.855
C 1.69428 -3.18203 -0.81530 -0.1 0.0 0.0 -0.054
H -3.45052 5.08612 0.15034 0.0 0.0 0.0 0.534
C -3.13279 -4.42106 1.70849 -0.1 -0.2 -0.1 1.065
H 1.91176 1.32483 -2.56081 0.0 0.0 0.0 0.225
C 1.56019 -1.91118 -0.28350 -0.1 0.1 -0.1 -0.499
H -0.42239 1.30496 -2.60534 0.0 0.0 0.0 0.127
C -2.35548 -3.11994 3.68949 0.0 0.0 0.0 -0.719
N -0.26554 2.50569 2.24245 -0.3 -0.2 -0.5 -0.203
C -0.95435 2.37721 -0.79960 -0.6 0.6 -0.3 0.207
H -1.92930 -2.76634 -3.79800 0.0 0.0 0.0 0.500
H 2.66113 2.74648 1.26393 0.0 0.0 0.0 0.424
H 4.98235 2.11547 -0.77474 0.0 0.0 0.0 0.440
C -1.27985 3.66967 -0.33030 -0.1 0.0 -0.1 1.215
C 0.92895 -4.33746 -0.22475 0.0 0.0 0.0 -1.839
C -1.90658 3.88623 1.01144 0.0 0.0 0.0 0.115
```
Positions in Å, forces in eV/Å.

Its spin multiplicity is 1. As for the maximum force: 1.382 eV Å⁻¹. Its charge is +1. The LUMO energy comes out at -0.134 hartree. The calculation puts the energy relative to the best compared isomer or geometry (same formula, charge and spin) at 0.0 kcal/mol.